(1)
This record from OMol25 describes a cluster of 2 separate species, C9H15BrN2 in total. The level of theory is ωB97M-V/def2-TZVPD.

ORCA input file:
```
! RIJCOSX wB97M-V def2-TZVPD def2/J DEFGRID3
* xyz 2 1
C -1.92 0.85 -1.10
C -1.53 0.45 1.27
C -0.61 1.14 -1.28
C -0.22 0.41 1.09
C 2.80 -1.00 0.97
C 3.14 -2.24 0.18
C -2.53 0.46 0.13
C 2.74 -0.97 -0.59
C 0.23 0.85 -0.18
N -3.75 1.27 0.40
N 1.38 -0.88 -1.10
Br 1.87 1.89 -0.12
H -2.60 1.06 -1.89
H -2.05 0.26 2.20
H -0.40 1.65 -2.28
H 0.57 0.39 1.92
H 1.73 -1.03 1.33
H 3.68 -0.49 1.34
H 4.21 -2.41 0.15
H 2.52 -3.07 0.11
H -2.89 -0.55 0.12
H 3.53 -0.37 -1.05
H -3.63 1.51 1.41
H -4.74 0.96 0.22
H -3.79 2.22 0.00
H 1.38 -0.53 -2.16
H 0.85 -1.84 -1.09
*
```

HOMO (spin up / spin down) (eV): -15.89 / -15.89
DFT total energy (a.u.): -3034.68376
Molecular weight (g mol⁻¹): 231.1
LUMO (spin up / spin down) (eV): -9.1 / -9.1
Largest force on an atom (hartree/bohr): 0.0907

***

(2)
This record from OMol25 describes a cluster of 3 separate species, C29H46ClN3O5 in total. The level of theory is ωB97M-V/def2-TZVPD.

ORCA input file:
```
! RIJCOSX wB97M-V def2-TZVPD def2/J DEFGRID3
* xyz 0 3
C -1.66 -4.10 2.74
C -1.10 -3.62 1.45
N -0.39 -4.37 0.73
C -1.43 -2.18 1.08
C -2.87 -1.82 1.23
C -3.27 -0.64 1.72
Cl -2.18 0.59 2.22
C -4.70 -0.25 1.86
O -5.02 0.86 2.23
C -5.71 -1.26 1.53
C -5.35 -2.44 1.03
C -6.32 -3.52 0.67
C -7.46 -3.52 1.66
O -7.46 -4.21 2.66
C -3.92 -2.76 0.78
O -3.64 -3.78 0.18
H -1.02 -4.88 3.15
H -1.78 -3.31 3.47
H -2.63 -4.55 2.58
H -0.13 -3.86 -0.11
H -1.09 -1.96 0.08
H -0.82 -1.57 1.74
H -6.73 -0.96 1.69
H -6.68 -3.38 -0.35
H -5.83 -4.48 0.74
H -8.30 -2.83 1.44
C 4.28 0.06 1.04
C 3.56 -1.25 1.43
C 4.54 -2.22 2.11
C 5.53 -2.86 1.14
C 4.81 -3.51 -0.03
C 3.85 -2.55 -0.75
N 2.94 -1.89 0.23
O 2.00 -2.70 0.58
C 4.66 -1.51 -1.55
C 3.03 -3.32 -1.77
C 2.46 -0.88 2.42
H 4.13 0.82 1.80
H 5.35 -0.06 0.92
H 3.88 0.48 0.11
H 3.97 -3.01 2.60
H 5.07 -1.68 2.90
H 6.26 -2.12 0.79
H 6.11 -3.61 1.68
H 5.54 -3.89 -0.75
H 4.25 -4.37 0.33
H 3.99 -0.76 -1.98
H 5.18 -2.00 -2.37
H 5.42 -1.00 -0.96
H 2.50 -4.16 -1.32
H 3.69 -3.72 -2.54
H 2.30 -2.67 -2.25
H 1.73 -0.22 1.96
H 2.91 -0.35 3.26
H 1.95 -1.75 2.82
C 0.38 5.73 -0.48
C 0.40 5.12 -1.91
C -0.67 5.79 -2.78
C -2.09 5.36 -2.44
C -2.22 3.84 -2.44
C -1.19 3.16 -1.54
N 0.18 3.65 -1.86
O 0.63 3.08 -2.92
C -1.54 3.40 -0.06
C -1.26 1.65 -1.74
C 1.78 5.41 -2.49
H 1.13 6.51 -0.39
H -0.58 6.17 -0.22
H 0.62 4.98 0.27
H -0.47 5.54 -3.83
H -0.57 6.87 -2.70
H -2.40 5.78 -1.48
H -2.78 5.78 -3.18
H -3.22 3.55 -2.11
H -2.11 3.47 -3.46
H -0.76 3.01 0.59
H -2.46 2.88 0.19
H -1.70 4.44 0.19
H -1.13 1.36 -2.78
H -2.23 1.28 -1.41
H -0.49 1.14 -1.15
H 2.56 4.92 -1.91
H 1.95 6.49 -2.47
H 1.86 5.09 -3.53
*
```

HOMO (spin up / spin down) (eV): -8.43 / -9.41
DFT total energy (a.u.): -2133.10932
Molecular weight (g mol⁻¹): 552.2
LUMO (spin up / spin down) (eV): -1.8 / -1.8
Largest force on an atom (hartree/bohr): 0.0343

***

(3)
This record from OMol25 describes an isolated molecule of C5H8O2. The level of theory is ωB97M-V/def2-TZVPD.

ORCA input file:
```
! RIJCOSX wB97M-V def2-TZVPD def2/J DEFGRID3
* xyz 0 1
C 0.58 -1.24 -0.78
C -0.22 -1.18 0.29
C -0.72 -2.43 0.95
O -0.79 -3.49 0.36
O -0.52 0.03 0.78
C -0.34 1.16 -0.56
C 0.52 2.20 0.09
H 0.63 -2.09 -1.42
H 1.30 -0.43 -0.90
H -0.99 -2.36 2.02
H 0.01 0.96 -1.61
H -1.41 1.26 -0.58
H 0.13 2.36 1.09
H 0.53 3.13 -0.49
H 1.55 1.85 0.16
*
```

HOMO (eV): -8.57
DFT total energy (a.u.): -345.66986
Molecular weight (g mol⁻¹): 100.1
LUMO (eV): 0.4
Largest force on an atom (hartree/bohr): 0.0505

***

(4)
This record from OMol25 describes a structure of composition C28H31CoN7OS. The level of theory is ωB97M-V/def2-TZVPD.

ORCA input file:
```
! RIJCOSX wB97M-V def2-TZVPD def2/J DEFGRID3
* xyz -2 2
Co 1.68 -0.01 -0.92
N 5.95 0.66 -1.37
C 4.70 0.04 -1.38
S 3.62 0.42 -2.67
N 4.48 -0.78 -0.39
N 3.20 -1.29 -0.47
C 3.03 -2.52 -0.17
C 1.78 -3.22 -0.39
C 1.66 -4.52 0.10
C 0.54 -5.30 -0.14
C -0.48 -4.76 -0.92
C -0.38 -3.49 -1.44
C 0.75 -2.66 -1.20
O 0.80 -1.49 -1.75
H 6.28 0.93 -2.28
H 6.62 0.19 -0.78
H 3.88 -3.09 0.22
H 2.48 -4.92 0.69
H 0.47 -6.31 0.26
H -1.37 -5.34 -1.12
H -1.18 -3.07 -2.04
N 1.17 5.70 0.83
C 1.79 4.72 0.97
N 2.55 3.68 1.21
C 2.43 2.59 0.52
N 2.43 1.58 -0.05
C 2.06 -1.69 3.96
C 0.82 -1.13 3.31
C -0.40 -1.11 4.00
C -1.51 -0.58 3.36
C -2.85 -0.55 4.06
C -1.42 -0.09 2.06
C -0.21 -0.09 1.32
C 0.91 -0.63 2.03
N -0.02 0.33 0.05
C -1.04 1.03 -0.72
C -1.52 2.34 -0.04
C -2.52 3.08 -0.93
C -3.72 2.18 -1.22
C -3.25 0.92 -1.96
C -2.57 1.32 -3.27
C -1.37 2.21 -2.96
C -1.85 3.48 -2.24
C -0.39 1.46 -2.05
C -2.25 0.15 -1.08
H 1.85 -2.03 4.98
H 2.85 -0.94 4.01
H 2.45 -2.54 3.40
H -0.47 -1.50 5.01
H -2.77 -0.94 5.08
H -3.59 -1.15 3.52
H -3.24 0.47 4.12
H -2.34 0.29 1.63
H 1.87 -0.64 1.54
H -0.64 2.97 0.16
H -1.98 2.14 0.93
H -2.85 3.99 -0.40
H -4.45 2.72 -1.84
H -4.22 1.90 -0.29
H -4.11 0.28 -2.17
H -3.28 1.85 -3.92
H -2.23 0.42 -3.80
H -0.86 2.48 -3.89
H -2.55 4.03 -2.88
H -1.00 4.14 -2.04
H 0.47 2.09 -1.83
H -0.04 0.56 -2.57
H -1.87 -0.73 -1.60
H -2.76 -0.21 -0.18
*
```

HOMO (spin up / spin down) (eV): -1.10 / -1.10
DFT total energy (a.u.): -3325.17470
Molecular weight (g mol⁻¹): 572.6
LUMO (spin up / spin down) (eV): 4.7 / 4.7
Largest force on an atom (hartree/bohr): 0.0077